The following is a DFT calculation (ωB97M-V with the def2-TZVPD basis set) of a 2-piece molecular cluster, C16H13NO7PS overall in a non-equilibrium geometry.

Structure (XYZ):
```
39
Properties=species:S:1:pos:R:3:mulliken_charge:R:1
O 4.22360 1.66149 -2.24555 -0.195
N 3.93172 0.65658 -2.73850 0.165
O 3.18381 -0.21175 -1.82954 -0.321
C 1.96095 0.37685 -1.52197 -0.159
C 0.98032 0.38436 -2.47166 -0.829
C -0.22098 0.95683 -2.14556 0.295
P -1.60974 0.95885 -3.31667 0.648
O -1.08209 1.24016 -4.83727 -0.498
O -2.73080 2.05176 -2.87938 -0.501
S -2.39398 -0.79133 -3.23313 -0.298
C -0.42489 1.54048 -0.91861 -0.644
C 0.56608 1.51975 0.01640 0.539
C 1.77419 0.91553 -0.27095 0.704
C 2.83858 0.86426 0.80122 0.206
O 4.03505 0.81852 0.59227 -0.548
C 2.29751 0.83069 2.20977 0.461
C 2.94953 0.18003 3.22419 -0.781
C 2.38925 0.16528 4.47237 -0.445
C 1.19524 0.77063 4.75396 -0.564
C 0.54051 1.44162 3.74369 -0.683
C 1.10101 1.44689 2.49935 0.515
C 0.39178 2.13259 1.37701 0.069
O -0.28040 3.13957 1.51711 -0.576
H 1.12191 -0.04422 -3.45502 0.500
H -1.71405 1.84399 -5.25307 0.298
H -2.35225 2.86663 -2.51290 0.338
H -1.38151 1.98848 -0.68048 0.575
H 3.89379 -0.31734 3.04202 0.462
H 2.90429 -0.37872 5.25696 0.366
H 0.73216 0.76439 5.73209 0.393
H -0.41138 1.93633 3.88568 0.464
C -3.26580 -4.40231 0.19716 -1.098
C -3.83799 -3.51579 -0.93895 -0.034
O -3.29832 -3.84891 -2.11838 -0.852
H -2.18252 -4.28035 0.28385 0.266
H -3.71139 -4.12645 1.17139 0.327
H -3.48610 -5.45887 0.02164 0.262
H -3.67117 -2.45773 -0.58551 0.042
H -4.95593 -3.61876 -0.84504 0.126
```

Output
ΔE to the lowest compared entry with this formula, charge and spin (eV): 0.831
Highest occupied orbital energy (eV): -2.04
Electronic energy (Ha): -1938.42408
LUMO level (Ha): 0.0298
F_max (eV/A): 3.99
Orbital gap (eV): 2.85
Net charge: -1